The following is a quantum chemistry calculation of a 4-piece molecular cluster, C31H57F9N4O5S overall, from OMol25.

Structure (XYZ):
```
107
Properties=species:S:1:pos:R:3:forces:R:3:mulliken_spin:R:1
N 1.4285 -1.7209 4.5807 -0.514 -0.351 0.398 0.0000
S 2.0616 -0.6352 3.2695 1.347 0.151 -1.069 -0.0004
O 1.8933 -1.3763 2.0768 -0.616 0.002 0.339 -0.0001
O 3.3447 -0.2890 3.7568 -0.428 0.028 0.426 0.0000
C 0.9902 0.9645 3.2290 -0.210 0.324 0.275 -0.0005
F 1.9288 1.8769 3.3544 0.242 0.278 0.212 0.0017
F 0.4746 1.0414 2.0286 -0.336 -0.343 -0.323 -0.0004
C -0.0592 1.2396 4.3628 0.229 -0.206 0.431 -0.0001
F 0.6591 1.1009 5.5183 -0.235 -0.034 -0.289 0.0000
F -0.4240 2.5086 4.2212 0.143 -0.232 -0.115 0.0000
C -1.3709 0.3695 4.5214 -0.347 0.353 0.314 0.0000
F -1.1389 -0.6232 5.4309 0.257 0.177 -0.519 0.0000
F -2.3142 1.1756 5.0191 0.310 -0.229 -0.016 0.0000
C -1.9632 -0.2838 3.2522 -0.451 -0.293 0.433 -0.0001
F -2.2796 0.6290 2.3624 0.177 0.144 -0.063 0.0004
F -1.0759 -1.1629 2.7429 0.274 0.114 -0.040 -0.0009
F -3.0456 -0.9510 3.6046 -0.017 -0.077 -0.046 0.0001
H 0.5206 -2.1316 4.3423 -0.121 0.009 -0.119 0.0000
H 2.1070 -2.4875 4.6682 0.130 0.060 -0.060 0.0000
H 1.3464 -1.2509 5.4886 0.074 0.139 0.020 0.0000
C -4.5420 2.3008 -3.5723 0.104 0.075 0.197 0.0105
C -4.1185 0.8237 -3.5596 -0.344 0.889 -0.457 0.0235
C -5.2232 -0.0512 -2.9632 0.019 -0.283 0.324 0.0217
C -5.3487 0.0653 -1.4461 0.065 0.044 -0.075 -0.0172
C -4.0030 -0.2210 -0.7855 -0.243 -0.226 -0.146 0.0253
C -2.8726 0.6650 -1.3129 0.103 0.884 0.676 0.0135
N -2.8329 0.6342 -2.8114 -0.456 -1.596 0.314 0.3842
O -2.2037 -0.4193 -3.2121 0.234 0.401 -0.297 0.5252
C -3.0416 2.0978 -0.7723 -0.022 0.051 -0.130 0.0221
C -1.5398 0.1523 -0.7878 0.309 -0.301 -0.139 -0.0090
C -3.9067 0.4398 -5.0173 0.124 -0.226 -0.095 -0.0077
H -3.8243 2.8956 -4.1379 0.036 -0.003 0.013 -0.0080
H -5.5118 2.3911 -4.0604 0.014 -0.054 -0.081 0.0003
H -4.6428 2.7501 -2.5897 -0.026 -0.045 -0.002 0.0007
H -5.0225 -1.0969 -3.2172 0.095 0.017 -0.005 0.0068
H -6.1678 0.2086 -3.4424 0.006 0.036 -0.055 0.0008
H -5.7199 1.0548 -1.1659 0.031 0.018 -0.008 -0.0001
H -6.0885 -0.6514 -1.0868 -0.022 0.013 0.012 0.0008
H -4.0748 -0.0877 0.2976 0.038 0.042 0.017 0.0037
H -3.7450 -1.2710 -0.9580 0.064 0.026 -0.060 -0.0011
H -2.4263 2.8016 -1.3333 -0.001 0.011 -0.025 -0.0143
H -2.7240 2.1355 0.2701 0.056 -0.074 0.006 0.0020
H -4.0696 2.4492 -0.7861 -0.005 -0.009 -0.039 0.0008
H -1.3799 -0.8910 -1.0476 -0.009 0.033 -0.109 0.0092
H -1.5210 0.2186 0.2965 -0.086 0.136 -0.024 -0.0002
H -0.7046 0.7321 -1.1857 -0.026 0.020 -0.030 -0.0049
H -3.0652 0.9818 -5.4482 0.012 0.011 0.018 0.0021
H -4.8051 0.6987 -5.5773 -0.032 0.045 0.007 0.0002
H -3.7257 -0.6251 -5.1401 0.042 0.006 0.037 0.0021
C -0.5469 -4.8472 -2.7197 0.142 -0.167 0.039 0.0212
C -1.3311 -4.6971 -1.4060 0.271 0.143 -1.072 0.0136
C -0.5859 -3.7692 -0.4440 0.138 -0.030 0.414 0.0427
C 0.6393 -4.4155 0.2012 -0.125 -0.071 -0.035 -0.0251
C 0.2526 -5.7275 0.8844 -0.013 0.380 0.091 0.0357
C -0.4544 -6.7064 -0.0536 0.637 -0.737 -0.451 0.0240
N -1.5851 -6.0234 -0.7612 -0.242 0.849 1.369 0.3647
O -2.6367 -5.9774 -0.0139 -0.049 -0.286 -0.374 0.5522
C 0.5630 -7.3023 -1.0447 0.003 0.102 -0.094 0.0183
C -1.0095 -7.8796 0.7429 -0.210 0.012 0.189 -0.0038
C -2.6565 -4.0604 -1.7959 -0.244 0.172 0.142 -0.0107
H -1.1483 -5.3765 -3.4587 -0.010 -0.039 0.013 -0.0090
H -0.3201 -3.8578 -3.1176 -0.102 0.041 0.006 -0.0008
H 0.3967 -5.3735 -2.6233 -0.009 0.031 0.027 -0.0012
H -1.2762 -3.4539 0.3481 -0.059 -0.086 -0.017 -0.0041
H -0.2987 -2.8664 -0.9859 -0.018 -0.014 -0.060 -0.0005
H 1.4192 -4.5817 -0.5456 -0.007 -0.020 -0.013 -0.0011
H 1.0660 -3.7302 0.9393 0.039 0.012 -0.033 -0.0004
H 1.1367 -6.2195 1.2963 0.009 -0.069 -0.022 -0.0017
H -0.4082 -5.5048 1.7299 -0.098 -0.036 -0.049 0.0055
H 0.0553 -7.7798 -1.8821 -0.017 0.006 -0.016 -0.0090
H 1.1583 -8.0613 -0.5384 -0.057 -0.027 0.066 0.0009
H 1.2703 -6.5758 -1.4370 -0.031 0.015 -0.014 -0.0003
H -1.6716 -7.5570 1.5422 -0.063 0.033 -0.056 0.0012
H -0.1789 -8.4241 1.1912 0.057 -0.009 -0.035 0.0001
H -1.5611 -8.5633 0.0980 -0.002 0.008 -0.018 -0.0018
H -3.2507 -4.7293 -2.4175 0.023 -0.048 0.018 -0.0118
H -2.4487 -3.1544 -2.3695 0.039 0.001 -0.034 0.0022
H -3.2536 -3.7830 -0.9290 0.008 -0.089 0.026 0.0067
C 5.6063 3.3820 1.1116 0.057 0.076 -0.206 0.0229
C 4.3953 4.2700 1.4433 0.805 -0.786 0.159 0.0040
C 3.1124 3.6664 0.8689 -0.347 0.134 -0.307 0.0206
C 2.9852 3.8221 -0.6460 0.056 0.075 0.072 -0.0209
C 3.1298 5.2917 -1.0395 -0.277 -0.206 0.165 0.0319
C 4.4223 5.9267 -0.5267 0.786 -0.002 -0.739 0.0180
N 4.5844 5.6633 0.9409 -1.575 0.146 0.159 0.3677
O 3.8956 6.4977 1.6450 0.488 0.064 0.052 0.5573
C 5.6207 5.3961 -1.3361 0.039 -0.122 0.096 0.0199
C 4.3868 7.4318 -0.7533 -0.159 0.190 0.151 -0.0042
C 4.3103 4.2878 2.9641 -0.209 0.166 0.154 -0.0075
H 6.4878 3.7293 1.6505 0.010 0.040 -0.010 -0.0101
H 5.4013 2.3575 1.4264 -0.030 0.019 0.090 0.0004
H 5.8574 3.3428 0.0575 -0.042 -0.006 0.012 -0.0006
H 2.2503 4.1493 1.3435 0.064 0.093 0.013 0.0066
H 3.0696 2.6084 1.1405 0.092 -0.024 0.031 0.0004
H 3.7295 3.2052 -1.1558 0.033 0.023 0.007 -0.0008
H 2.0095 3.4549 -0.9709 0.007 -0.020 -0.016 0.0016
H 3.0958 5.3997 -2.1250 0.044 0.027 -0.024 0.0003
H 2.2754 5.8482 -0.6414 0.049 0.037 0.062 0.0036
H 6.5605 5.6120 -0.8282 0.011 0.001 0.018 -0.0099
H 5.6455 5.8889 -2.3068 -0.046 0.076 0.015 0.0008
H 5.5736 4.3291 -1.5414 -0.006 0.001 0.029 0.0003
H 3.5151 7.8949 -0.2992 0.021 -0.021 0.078 0.0016
H 4.3503 7.6236 -1.8248 0.029 -0.039 -0.042 0.0003
H 5.2787 7.9096 -0.3477 0.012 -0.013 0.008 -0.0022
H 5.1704 4.7944 3.3998 0.008 0.021 -0.016 -0.0080
H 4.3039 3.2565 3.3228 0.056 -0.041 -0.024 0.0014
H 3.4093 4.7832 3.3202 0.026 0.053 -0.030 0.0043
```
Positions in Å, forces in eV/Å.

Computed properties:
- total energy (eV) = -84548.519
- HOMO level (alpha / beta) (eV) = -10.077 / -11.094
- orbital gap (alpha / beta) (eV) = 5.7 / 6.7
- multiplicity = 4
- net charge = +1

The following is a quantum chemistry calculation of one molecule with the formula C24H27FN4O5, from OMol25.

Structure (XYZ):
```
61
Properties=species:S:1:pos:R:3:forces:R:3:nbo_charge:R:1
C 4.2034 -2.1778 2.9607 -0.121 -0.105 -0.211 -0.5994
C 3.0454 -2.2294 1.9723 -0.035 0.183 0.258 -0.3840
C 1.9636 -1.2103 2.3242 -0.001 -0.279 -0.239 -0.4144
C 0.8100 -1.2726 1.3300 0.242 0.376 0.098 -0.3843
C -0.2883 -0.2085 1.5516 0.083 -0.463 0.150 -0.0157
C -0.9876 -0.4334 2.8825 -0.017 0.145 0.025 0.0362
C -0.4756 0.1023 4.0585 -0.095 -0.056 0.004 -0.2098
C -1.0921 -0.1449 5.2719 -0.209 -0.135 0.139 -0.2801
C -2.2263 -0.9346 5.2965 0.088 0.036 -0.139 0.4016
F -2.8311 -1.1826 6.4761 0.029 0.021 -0.072 -0.3238
C -2.7586 -1.4760 4.1412 -0.019 -0.027 0.232 -0.2833
C -2.1314 -1.2216 2.9353 0.178 0.095 0.082 -0.2000
N -1.2285 -0.2391 0.4457 -0.184 -0.187 0.244 -0.6137
C -1.2166 0.8943 -0.2889 -0.129 -0.039 0.186 0.8154
O -1.7902 1.1159 -1.3244 -0.200 0.214 -0.257 -0.6218
N -0.3864 1.7989 0.3875 -0.001 0.161 -0.170 -0.4808
C -0.1929 3.1828 0.0084 -0.277 0.187 0.008 -0.3160
C -0.3075 3.4113 -1.5007 0.179 0.161 0.258 0.6986
O -1.1525 4.1581 -1.9449 -0.287 0.172 0.074 -0.6104
N 0.6125 2.8135 -2.2936 0.116 -0.088 -0.263 -0.4464
C 1.7001 1.9508 -1.8845 0.294 -0.064 0.068 -0.2128
C 1.7699 0.7439 -2.8399 0.209 -0.145 0.164 -0.2412
N 0.4468 0.3903 -3.3025 0.155 -0.084 0.062 -0.4244
C -0.1697 -0.6696 -2.7276 0.387 0.208 -0.247 0.6601
O 0.3657 -1.3074 -1.8240 -0.224 -0.203 0.035 -0.6713
C -1.4696 -1.1097 -3.2423 -0.531 -1.105 0.730 0.1668
C -2.2607 -2.1028 -2.7145 0.675 0.620 -0.228 -0.2354
C -3.3853 -2.2052 -3.5556 -0.052 0.362 -0.455 -0.3177
C -3.1972 -1.2774 -4.5367 -0.628 -0.616 0.224 0.1168
O -2.0485 -0.6177 -4.3591 0.332 0.314 -0.175 -0.3893
C -0.2149 1.4183 -4.0846 -0.289 0.319 -0.274 -0.2228
C 0.3768 2.7891 -3.7219 -0.209 0.028 -0.095 -0.2394
C 0.2482 1.2170 1.4473 0.008 -0.093 -0.087 0.7169
O 1.0778 1.7629 2.1328 0.126 0.101 0.127 -0.5940
H 4.9674 -2.9043 2.6943 0.129 -0.043 0.052 0.2079
H 4.6555 -1.1886 2.9657 0.089 0.103 0.043 0.2016
H 3.8553 -2.3988 3.9672 0.012 -0.014 0.139 0.2013
H 3.4165 -2.0304 0.9647 -0.033 -0.053 -0.081 0.1938
H 2.6115 -3.2318 1.9717 -0.013 -0.059 -0.095 0.1929
H 1.5911 -1.4156 3.3298 0.060 0.049 0.074 0.2024
H 2.3975 -0.2096 2.3263 0.000 0.007 0.078 0.2187
H 1.1838 -1.1624 0.3095 -0.031 -0.021 0.014 0.2407
H 0.3280 -2.2518 1.3950 -0.073 -0.032 -0.062 0.2074
H 0.4023 0.7273 4.0274 0.075 0.030 0.003 0.2466
H -0.7038 0.2676 6.1894 0.015 0.038 0.113 0.2314
H -3.6471 -2.0849 4.1925 -0.095 -0.055 0.036 0.2306
H -2.5448 -1.6378 2.0306 -0.083 -0.026 -0.089 0.2141
H -1.4726 -1.1073 -0.0032 0.096 0.098 -0.144 0.4246
H 0.7833 3.4977 0.3897 -0.112 -0.073 -0.039 0.2475
H -0.9701 3.7994 0.4731 0.206 -0.038 -0.145 0.2396
H 2.6457 2.5086 -1.9292 -0.024 -0.135 0.059 0.1959
H 1.5594 1.6034 -0.8639 0.026 0.042 -0.049 0.2118
H 2.1903 -0.1222 -2.3265 0.033 0.181 -0.113 0.2537
H 2.3877 0.9736 -3.7127 -0.010 -0.004 0.082 0.1964
H -2.0432 -2.6886 -1.8451 0.132 -0.093 0.168 0.2296
H -4.2149 -2.8730 -3.4487 -0.203 -0.102 -0.050 0.2327
H -3.7918 -1.0052 -5.3866 0.009 0.113 -0.132 0.2066
H -1.2737 1.4263 -3.8253 0.180 0.067 -0.093 0.2425
H -0.1033 1.2199 -5.1568 -0.080 0.087 0.047 0.1971
H 1.3177 2.9818 -4.2439 -0.054 0.020 -0.008 0.1909
H -0.3367 3.5775 -3.9620 0.153 -0.103 -0.061 0.2613
```
Positions in Å, forces in eV/Å.

Computed properties:
- total energy (eV) = -44243.517
- HOMO level (eV) = -8.994
- orbital gap (eV) = 9.6
- SMILES string = CCCC[C@]1(c2ccc(F)cc2)NC(=O)N(CC(=O)N2CCN(C(=O)c3ccco3)CC2)C1=O
- multiplicity = 1

| no. | F_max (eV/Å) |
| --- | --- |
| 1 | 1.73 |
| 2 | 1.43 |